18
Properties=species:S:1:pos:R:3:forces:R:3 method="wB97M-V/def2-TZVPD" spin_multiplicity=1 smiles=CCO.NCN gap_ev=9.958 molar_mass_g_mol=92.14 total_charge=0 e_homo_ha=-0.331 e_above_lowest_kcal_mol=18.2
C 1.698 -0.398 0.649 0.94 -0.71 -0.45
O 2.504 -1.398 1.282 0.36 0.22 0.12
C 2.365 0.964 0.532 -0.83 -0.31 0.23
H 1.444 -0.790 -0.335 -0.22 0.22 -0.26
H 0.794 -0.363 1.219 -0.47 0.12 0.47
H 3.394 -1.378 0.900 -0.34 0.02 0.07
H 3.020 1.010 -0.334 0.14 0.14 0.06
H 1.553 1.690 0.435 0.26 0.20 -0.25
H 2.888 1.188 1.455 0.24 0.08 0.05
N -2.831 -0.716 0.184 -0.33 0.41 0.04
C -1.664 0.021 -0.362 -0.63 -1.46 0.00
N -1.781 0.510 -1.719 0.19 0.47 0.51
H -3.295 -0.168 0.898 0.08 0.00 0.05
H -3.549 -0.875 -0.515 0.25 -0.15 -0.18
H -1.404 0.723 0.427 0.23 0.57 -0.47
H -0.870 -0.717 -0.436 0.34 0.10 0.24
H -1.600 -0.252 -2.352 -0.18 0.05 -0.24
H -2.664 0.951 -1.930 -0.04 0.01 0.01

97
Properties=species:S:1:pos:R:3:forces:R:3 method="wB97M-V/def2-TZVPD" spin_multiplicity=5 gap_ev="7.023 / 6.219" molar_mass_g_mol=752.52 total_charge=+2 e_homo_ha="-0.486 / -0.489"
N 1.875 6.773 1.535 -0.38 0.60 0.35
C 2.407 5.957 2.437 0.24 -0.23 0.19
C 3.143 4.833 2.083 -0.05 -0.31 -1.45
C 3.285 4.558 0.694 -0.02 1.15 0.43
C 2.733 5.459 -0.252 -0.07 -0.12 0.73
C 2.035 6.559 0.231 0.38 -0.36 -0.03
C 3.823 3.290 0.264 0.51 -0.27 -0.94
Fe 0.555 -1.036 -0.919 -3.34 0.86 1.25
P -1.295 -3.058 -1.272 0.69 1.42 0.53
C 3.693 2.858 -1.026 0.68 0.42 0.65
C 3.367 1.494 -1.337 0.57 0.06 0.06
C 2.711 1.244 -2.566 0.17 0.04 0.26
C 2.196 -0.012 -2.816 0.47 -0.58 0.68
C 2.372 -0.964 -1.782 1.09 -1.66 -0.56
C 3.100 -0.784 -0.568 0.13 0.60 -1.14
C 3.587 0.504 -0.361 -0.58 -0.90 -0.01
Br 1.723 -2.901 -2.145 2.20 1.51 -0.16
H 4.334 2.669 1.008 -0.98 -0.08 0.07
H 3.764 3.550 -1.861 -0.89 0.13 0.17
H 3.528 4.132 2.821 0.01 0.22 -0.08
H 2.791 5.281 -1.324 0.03 0.08 0.32
H 2.262 6.170 3.509 -0.10 0.15 -0.66
H 1.588 7.280 -0.465 0.13 -0.23 0.40
H 2.596 2.074 -3.277 0.04 -0.52 0.26
H 4.081 0.756 0.584 -0.14 -0.28 -0.51
H 1.719 -0.306 -3.742 0.11 0.08 0.12
H 3.309 -1.618 0.096 -0.12 0.24 -0.11
P -1.098 0.982 -1.550 -0.36 0.45 -0.41
C -0.320 -4.246 -0.181 -0.08 0.08 -0.57
C -0.110 -5.639 -0.750 0.35 -0.57 0.44
H -0.831 -4.291 0.792 -0.05 -0.03 -0.39
H 0.673 -3.799 0.015 -0.67 -0.12 0.02
H 0.621 -6.138 -0.106 -0.09 -0.15 -0.18
H -1.023 -6.243 -0.723 0.22 0.18 -0.21
H 0.306 -5.634 -1.765 -0.14 0.02 0.21
C -1.266 -3.297 -3.113 0.76 -0.40 0.31
C -1.772 -4.623 -3.636 -0.24 -0.34 -0.57
H -0.225 -3.162 -3.444 -0.75 -0.01 0.03
H -1.818 -2.451 -3.541 -0.07 -0.18 0.25
H -1.469 -4.714 -4.686 -0.16 -0.10 0.14
H -1.348 -5.477 -3.096 -0.19 0.21 -0.18
H -2.864 -4.680 -3.607 0.16 -0.10 0.02
C -3.040 -3.333 -0.812 0.15 0.09 -0.01
C -3.382 -4.809 -0.660 -0.40 -0.42 -0.01
H -3.664 -2.860 -1.579 0.11 -0.05 0.08
H -3.209 -2.792 0.121 -0.11 -0.02 -0.02
H -4.461 -4.914 -0.502 0.17 -0.02 0.04
H -3.137 -5.392 -1.558 -0.06 0.19 0.37
H -2.877 -5.263 0.202 -0.13 0.12 -0.22
C -2.720 1.373 -0.741 -0.07 -0.05 0.12
C -3.517 0.181 -0.229 -0.31 -0.14 0.25
H -3.303 1.894 -1.519 0.26 -0.04 0.32
H -2.569 2.091 0.077 -0.04 -0.22 -0.21
H -4.510 0.532 0.087 0.23 -0.18 -0.10
H -3.668 -0.595 -0.989 0.05 0.22 0.06
H -3.043 -0.279 0.647 -0.11 0.09 -0.29
C -1.755 0.605 -3.235 -0.30 -0.06 0.18
C -0.873 0.977 -4.414 -0.01 -0.11 -0.41
H -2.716 1.132 -3.313 0.19 -0.22 -0.11
H -1.973 -0.473 -3.237 0.00 0.34 -0.05
H -1.298 0.540 -5.326 0.14 0.16 0.11
H -0.813 2.060 -4.569 -0.03 -0.28 0.01
H 0.141 0.589 -4.310 -0.15 0.11 -0.08
C -0.365 2.690 -1.745 0.43 -0.16 0.04
C -0.997 3.923 -1.082 -0.06 0.24 0.09
H -0.319 2.870 -2.818 0.05 -0.08 -0.01
H 0.676 2.583 -1.413 -0.10 0.20 -0.07
H -0.680 4.818 -1.638 -0.17 -0.28 0.15
H -2.095 3.901 -1.077 0.39 0.08 -0.07
H -0.642 4.072 -0.054 -0.20 -0.10 -0.23
C 0.026 1.834 1.473 -0.09 0.44 -0.60
P 0.211 0.028 1.433 0.12 -0.21 1.86
C 1.509 -0.151 2.744 0.10 -0.43 -0.11
C 2.364 -1.261 2.705 0.15 0.36 -0.08
C 3.438 -1.353 3.588 0.08 -0.11 0.29
C 3.600 -0.409 4.606 -0.13 0.12 -0.17
C 2.687 0.647 4.715 0.12 -0.28 0.05
C 1.652 0.767 3.792 -0.09 0.34 -0.13
C -1.258 -0.521 2.403 -0.38 -0.74 0.02
C -1.923 0.256 3.361 -0.08 0.15 -0.01
C -3.018 -0.255 4.071 0.13 0.01 -0.08
C -3.467 -1.557 3.839 0.11 -0.07 -0.14
C -2.799 -2.361 2.911 0.27 0.25 0.05
C -1.690 -1.849 2.227 -0.17 0.12 0.04
H -0.724 2.144 0.735 0.32 -0.06 0.38
H -0.303 2.203 2.450 0.19 -0.15 -0.32
H 0.985 2.305 1.213 -0.22 -0.07 0.06
H 2.197 -2.055 1.973 0.11 0.23 0.09
H 4.157 -2.169 3.488 -0.31 0.15 0.12
H 4.420 -0.500 5.323 -0.27 0.03 -0.32
H 2.782 1.377 5.522 -0.05 -0.27 -0.26
H 0.949 1.601 3.911 0.39 -0.36 -0.09
H -1.594 1.276 3.583 -0.22 -0.39 -0.09
H -3.524 0.373 4.813 0.25 -0.26 -0.33
H -4.321 -1.960 4.390 0.28 0.22 -0.20
H -3.129 -3.386 2.723 0.13 0.34 0.13
H -1.151 -2.499 1.536 -0.15 0.27 0.13

13
Properties=species:S:1:pos:R:3:forces:R:3 method="wB97M-V/def2-TZVPD" spin_multiplicity=1 smiles="CC(=S)N(C=O)C=O" gap_ev=8.342 molar_mass_g_mol=131.16 total_charge=0 e_homo_ha=-0.331 e_above_lowest_kcal_mol=64.5
C -0.096 -0.673 1.852 1.49 -2.34 1.86
C 0.423 -0.105 0.646 1.82 3.64 -1.10
C -0.033 -0.371 -1.767 -3.49 0.73 -2.04
C -1.959 0.174 -0.289 -0.60 1.75 -0.79
H -0.135 -1.773 1.435 -0.62 1.36 1.86
H -1.016 -0.199 2.123 -0.98 -0.43 0.00
H 0.623 -0.504 2.800 -1.43 -0.81 -2.58
H -0.902 -0.142 -2.539 1.32 -0.26 1.28
H -2.561 0.035 -1.276 1.37 -0.23 1.30
N -0.458 0.031 -0.492 -1.78 -0.94 1.84
O 0.946 -0.908 -2.142 1.29 -0.24 0.55
O -2.568 0.637 0.666 2.31 -1.53 -1.63
S 1.885 0.649 0.629 -0.70 -0.71 -0.56

57
Properties=species:S:1:pos:R:3:forces:R:3 method="wB97M-V/def2-TZVPD" spin_multiplicity=1 smiles="CC(C)=CCN1CCN(Cc2coc3ccc(C)cc3c2=O)C[C@@H]1CCO" gap_ev=6.300 molar_mass_g_mol=370.49 total_charge=0 e_homo_ha=-0.263 e_above_lowest_kcal_mol=447.4
C -3.865 -4.004 0.296 2.71 -1.10 -1.56
C -4.267 -2.600 0.249 -1.38 3.90 0.54
C -3.798 -1.635 1.122 -4.46 -4.30 -4.83
C -4.276 -0.310 1.285 -3.19 1.80 -0.81
N -3.362 0.530 0.641 1.02 4.47 4.04
C -2.146 0.667 1.499 1.28 -0.02 -1.69
H -2.311 0.378 2.669 0.34 0.50 -3.20
C -1.053 -0.138 0.704 -0.91 -1.97 4.09
N -0.973 0.160 -0.687 1.23 1.52 3.55
C -2.154 -0.187 -1.238 -4.47 2.92 -4.10
H -2.155 0.241 -2.283 0.26 -2.11 0.17
C -3.383 0.883 -0.761 2.40 -10.42 2.69
C -2.999 2.055 -1.211 0.92 12.78 0.69
H -2.041 2.660 -0.668 -2.17 -2.35 -1.69
H -2.981 2.250 -2.315 0.01 -0.47 1.09
C -4.197 3.156 -0.507 4.22 1.74 -5.49
O -4.102 3.223 0.808 0.31 5.98 0.21
H -4.099 2.448 1.235 0.07 -4.92 1.97
H -3.879 4.283 -1.144 -1.22 -3.11 2.41
H -5.132 2.846 -0.852 -1.80 -0.44 -0.75
H -4.290 0.471 -1.167 -0.53 -0.07 -0.37
H -2.612 -1.098 -0.926 0.31 -1.41 -0.69
C 0.166 -0.485 -1.149 -0.62 -5.85 -2.07
C 1.447 -0.013 -0.606 2.42 2.68 -3.55
C 1.701 1.422 -0.816 -0.04 -3.48 6.01
O 2.936 1.846 -0.208 -1.95 -1.80 -1.66
C 3.943 0.837 -0.014 0.43 14.65 0.58
C 5.170 1.784 0.339 -1.41 -19.68 -3.03
C 6.171 0.811 0.682 0.91 6.02 -0.64
C 6.247 -0.580 0.472 -5.43 4.12 -1.54
C 5.034 -1.015 -0.026 2.45 -8.17 0.30
C 3.839 -0.389 -0.315 3.00 -2.44 0.82
C 2.642 -0.970 -0.570 -6.13 -7.70 -1.94
O 2.476 -2.344 -0.766 0.93 7.61 1.13
H 4.909 -2.260 -0.117 0.50 3.38 -0.07
C 7.491 -1.153 0.662 2.41 -7.49 -2.23
H 8.260 -1.045 -0.241 -1.46 0.03 2.39
H 7.247 -2.393 0.747 0.79 2.78 -0.97
H 7.807 -1.160 1.652 1.44 1.26 1.56
H 7.062 1.445 0.961 -0.21 -1.52 0.24
H 5.239 2.616 0.662 0.03 11.00 3.49
H 0.767 2.045 -0.454 2.05 -0.48 -1.73
H 0.047 -1.719 -0.937 0.59 2.69 0.14
H 0.033 -0.641 -2.265 0.96 0.96 0.86
H -0.174 0.094 1.233 1.64 0.48 0.21
H -1.134 -1.285 0.974 -0.23 1.58 -1.15
H -1.643 1.676 1.429 -1.26 -0.33 0.45
H -4.307 -0.213 2.421 -0.46 0.96 -1.35
H -5.266 0.022 0.734 1.11 -1.44 1.60
H -3.348 -2.009 1.908 3.16 -1.79 3.65
C -5.418 -2.238 -0.849 3.03 -2.57 -0.13
H -5.961 -1.324 -0.653 -0.01 -0.01 0.08
H -4.772 -2.134 -1.873 -2.07 -0.49 2.07
H -6.094 -3.187 -0.767 0.99 1.90 -0.90
H -3.006 -4.234 1.053 -1.28 0.61 -1.63
H -4.685 -4.604 0.635 -0.64 -0.61 -0.20
H -3.558 -4.300 -0.851 -0.59 0.20 2.93

12
Properties=species:S:1:pos:R:3:forces:R:3 method="wB97M-V/def2-TZVPD" spin_multiplicity=1 gap_ev=7.857 molar_mass_g_mol=135.22 total_charge=0 e_homo_ha=-0.323 e_above_lowest_kcal_mol=114.7
C 0.842 -0.341 -0.108 2.65 -1.96 -0.86
C -0.093 -1.056 0.889 -1.90 1.49 0.40
H -1.054 1.907 -0.449 2.21 -0.78 3.68
H -0.041 1.181 1.291 -1.69 2.56 -4.28
H 1.490 1.291 -1.156 -1.71 -0.64 1.16
H 0.310 -1.252 1.909 0.05 -0.08 -1.01
H -0.788 -0.924 -1.424 -1.37 0.03 -0.11
N -0.126 1.751 0.219 -0.91 -0.90 -0.24
N 0.627 0.891 -0.660 1.27 -0.75 1.39
N -1.376 -1.258 0.777 1.64 0.22 -1.37
S 2.257 -1.249 -0.455 -1.85 1.15 0.30
S -2.049 -0.940 -0.833 1.62 -0.35 0.94

49
Properties=species:S:1:pos:R:3:forces:R:3 method="wB97M-V/def2-TZVPD" spin_multiplicity=1 smiles="NCc1ccc2c(c1P(=O)(O)O)C(=O)c1ccccc1C2=O.CCOS(C)(=O)=O" gap_ev=8.501 molar_mass_g_mol=441.40 total_charge=0 e_homo_ha=-0.339
N -2.295 -1.299 -1.120 0.40 -0.18 0.47
C -1.566 -2.605 -1.256 0.35 1.54 -0.11
C -0.086 -2.372 -0.800 1.46 -0.87 1.06
C 0.208 -2.733 0.601 2.01 1.04 -0.74
C 1.537 -2.533 1.190 -0.47 0.55 -2.60
C 2.591 -1.977 0.342 -1.35 -0.05 -0.77
C 2.321 -1.642 -1.068 -1.00 -0.38 0.77
C 0.987 -1.826 -1.680 -0.47 -1.05 2.71
P 0.623 -1.420 -3.450 0.81 1.18 -2.33
O 1.480 -0.356 -4.020 -0.68 -1.03 1.08
O 0.824 -2.833 -4.334 -1.45 1.30 1.58
O -0.960 -0.910 -3.681 1.68 -1.81 0.55
C 3.532 -1.083 -1.866 0.75 1.03 0.56
O 3.843 -1.396 -2.984 -0.55 -0.26 0.51
C 4.429 -0.062 -1.085 0.31 0.51 1.50
C 4.970 1.149 -1.704 0.15 -0.87 2.11
C 5.788 2.052 -0.896 -0.85 -1.97 0.64
C 6.084 1.705 0.499 -1.04 -1.00 -1.03
C 5.542 0.490 1.115 -0.26 0.45 -1.83
C 4.697 -0.400 0.329 0.36 1.53 -1.09
C 4.032 -1.696 0.902 -0.25 0.84 -1.03
O 4.590 -2.431 1.678 -0.52 0.45 -0.08
H -1.631 -0.536 -1.296 -0.51 -0.36 -0.18
H -2.567 -1.163 -0.140 0.07 -0.17 -0.38
H -2.124 -3.334 -0.622 0.82 0.29 -0.61
H -1.635 -2.885 -2.345 0.15 -0.14 1.23
H -0.576 -3.135 1.284 0.56 0.36 -0.93
H 1.749 -2.794 2.248 -0.17 0.21 -0.96
H 0.069 -3.434 -4.173 0.62 0.05 -0.14
H -1.514 -1.645 -3.999 -0.01 0.53 0.17
H 4.711 1.352 -2.767 0.32 -0.12 0.99
H 6.162 2.986 -1.382 -0.27 -0.95 0.73
H 6.733 2.378 1.115 -0.76 -0.71 -0.70
H 5.770 0.267 2.184 -0.23 0.14 -1.10
O -3.436 4.095 1.631 -0.03 -0.36 -0.22
S -3.474 2.809 2.262 -0.25 0.00 0.63
O -2.997 1.632 1.596 -0.01 0.26 -0.18
O -4.961 2.537 2.801 0.54 0.09 0.20
C -6.045 2.590 1.862 -0.57 -0.12 -0.70
C -6.059 1.385 0.940 0.28 -0.11 -0.12
C -2.674 2.915 3.832 -0.09 -0.02 0.13
H -6.009 3.523 1.294 0.18 -0.01 0.09
H -6.967 2.604 2.446 0.27 0.06 0.26
H -5.178 1.367 0.298 -0.06 0.02 0.01
H -6.940 1.402 0.296 -0.04 0.06 0.12
H -6.056 0.459 1.518 -0.09 0.06 0.00
H -3.048 3.787 4.365 -0.02 -0.04 -0.06
H -1.606 3.016 3.648 -0.07 0.00 -0.12
H -2.870 2.002 4.390 -0.02 0.03 -0.06